# 1
Formula: C42H93ClN5O6
Source: the OMol25 dataset
Level of theory: wB97M-V/def2-TZVPD

- spin multiplicity = 2
- HOMO energy (spin up / spin down) (eV) = -6.1 / -9.8
- HOMO-LUMO gap (spin up / spin down) (eV) = 2.5 / 6.1
- M (g mol⁻¹) = 799.688
- net charge = +2
- lowest unoccupied orbital energy (spin up / spin down) (eV) = -3.641 / -3.737

Each line ends with the Löwdin charge.
Element x y z (Å)
1 C 2.9354 -1.0767 -4.1388  -0.051
2 C 2.4119 -2.0216 -5.2194  -0.786
3 O 1.2750 -1.8013 -5.7342  -0.126
4 O 3.0928 -3.0211 -5.5469  -0.081
5 H 3.9768 -1.2795 -3.8889  0.047
6 H 2.3887 -1.1756 -3.2010  0.041
7 H 2.9077 -0.0235 -4.4183  0.057
8 Cl 0.1316 -0.2287 0.0594  0.589
9 O 1.3972 0.0700 0.7136  -0.376
10 O 0.5112 -1.0179 -1.0461  -0.351
11 O -0.9557 -0.8249 0.7824  -0.364
12 O -0.4061 1.0326 -0.3514  -0.393
13 C -0.4542 -1.4261 6.0108  -0.086
14 C 0.5306 -0.6501 5.0852  -0.248
15 C -0.1281 0.2758 4.0691  -0.157
16 N 0.2310 1.7292 4.2874  -0.239
17 C -0.1287 2.2601 5.6714  0.038
18 C -0.5389 2.5313 3.1530  -0.034
19 C 0.6011 3.3020 2.3149  -0.149
20 C 1.8192 3.2142 3.1349  -0.163
21 C 1.6583 1.8705 3.9215  -0.121
22 H 0.3039 -1.9706 6.5737  0.076
23 H -1.1242 -1.9938 5.3651  0.077
24 H -0.8736 -0.7151 6.7226  0.064
25 H 0.9697 -1.4800 4.5315  0.100
26 H 1.4282 -0.2566 5.5623  0.106
27 H -1.1993 0.1218 3.9393  0.094
28 H 0.3168 -0.0164 3.1178  0.092
29 H -1.1837 2.5328 5.6983  0.070
30 H 0.5598 3.1016 5.7486  0.105
31 H 0.1810 1.4630 6.3472  0.096
32 H -1.0231 3.2424 3.8224  0.083
33 H -1.2794 2.0229 2.5355  0.100
34 H 0.2265 4.3079 2.5044  0.102
35 H 0.6162 3.0456 1.2556  0.076
36 H 1.9646 3.9881 3.8887  0.113
37 H 2.7796 3.2778 2.6235  0.118
38 H 2.2868 1.6719 4.7897  0.135
39 H 2.0118 1.1610 3.1734  0.124
40 C 3.7392 2.1410 -1.8593  -0.072
41 C 2.5155 2.9406 -1.3995  -0.231
42 C 2.3368 4.2637 -2.2347  -0.052
43 N 1.1875 5.2188 -1.6389  -0.182
44 C -0.1796 4.3963 -1.3556  0.066
45 C 1.6772 5.8819 -0.2815  -0.087
46 C 2.0464 7.3502 -0.5885  -0.110
47 C 1.9722 7.4246 -2.1537  -0.149
48 C 0.9721 6.4488 -2.5369  -0.138
49 H 4.5887 2.7740 -1.6030  0.074
50 H 3.8246 2.2067 -2.9440  0.080
51 H 3.8629 1.1890 -1.3430  0.078
52 H 2.5367 3.0301 -0.3134  0.092
53 H 1.5716 2.4024 -1.4864  0.081
54 H 2.1090 4.0550 -3.2800  0.134
55 H 3.2434 4.8659 -2.1749  0.121
56 H -0.6700 4.0920 -2.2802  0.109
57 H -0.7624 5.2143 -0.9320  0.088
58 H -0.0138 3.6304 -0.5979  0.053
59 H 0.8398 5.8049 0.4120  0.105
60 H 2.4958 5.3292 0.1795  0.119
61 H 1.2787 7.8998 -0.0438  0.116
62 H 3.0178 7.5619 -0.1416  0.120
63 H 1.8252 8.4437 -2.5115  0.136
64 H 2.9422 7.0817 -2.5139  0.118
65 H -0.0378 6.7705 -2.2825  0.135
66 H 0.9563 6.0863 -3.5648  0.142
67 C -3.8993 3.6985 0.7660  -0.111
68 C -4.8484 2.5998 1.3112  -0.229
69 C -3.9838 1.3066 1.4596  -0.144
70 N -4.8789 0.0143 1.4316  -0.212
71 C -5.1166 -0.4453 -0.0251  0.026
72 C -6.2459 0.2028 2.1396  -0.113
73 C -6.6995 -1.2180 2.5362  -0.159
74 C -5.4158 -1.8821 2.9622  -0.175
75 C -4.2847 -1.1455 2.2599  -0.136
76 H -3.4471 3.4783 -0.2010  0.064
77 H -3.0986 3.9022 1.4770  0.054
78 H -4.4128 4.6548 0.6666  0.073
79 H -5.7314 2.4574 0.6882  0.099
80 H -5.1417 2.7556 2.3494  0.077
81 H -3.5899 1.2917 2.4758  0.039
82 H -3.2383 1.1150 0.6878  0.110
83 H -5.7604 -1.3213 0.0540  0.095
84 H -4.1620 -0.8161 -0.3985  0.072
85 H -5.6177 0.2550 -0.6933  0.106
86 H -6.9223 0.8604 1.5935  0.126
87 H -6.0400 0.6982 3.0884  0.105
88 H -7.2573 -1.6671 1.7145  0.107
89 H -7.4524 -1.2516 3.3237  0.122
90 H -5.1781 -2.8951 2.6374  0.114
91 H -5.3190 -1.9889 4.0426  0.110
92 H -3.7488 -1.7632 1.5391  0.112
93 H -3.5127 -0.7249 2.9042  0.077
94 C 6.0990 -3.6763 3.5274  -0.085
95 C 4.6739 -3.5930 2.8480  -0.183
96 C 4.6963 -4.3810 1.4497  -0.101
97 N 3.8210 -3.8454 0.3238  -0.257
98 C 2.4943 -3.4688 0.8668  0.030
99 C 3.6566 -4.9391 -0.7598  -0.077
100 C 3.8772 -4.1921 -2.1036  -0.143
101 C 5.0110 -3.3161 -1.6490  -0.170
102 C 4.5831 -2.7128 -0.3529  -0.086
103 H 6.6381 -2.7343 3.4267  0.071
104 H 6.8526 -4.3714 3.1570  0.072
105 H 5.9991 -3.9351 4.5815  0.073
106 H 4.4655 -2.5238 2.8095  0.093
107 H 3.8844 -4.0950 3.4073  0.101
108 H 4.2763 -5.3606 1.6781  0.133
109 H 5.7133 -4.3935 1.0579  0.128
110 H 2.7091 -2.6776 1.5850  0.094
111 H 2.0484 -4.3231 1.3762  0.119
112 H 2.0482 -3.2083 -0.0930  0.104
113 H 2.7078 -5.4631 -0.8745  0.122
114 H 4.4051 -5.7267 -0.8461  0.139
115 H 3.0268 -3.6351 -2.4969  0.095
116 H 4.1195 -4.7347 -3.0173  0.140
117 H 5.1446 -2.5209 -2.3824  0.116
118 H 5.9693 -3.8346 -1.6192  0.132
119 H 3.9450 -1.8530 -0.5570  0.133
120 H 5.3007 -2.2981 0.3551  0.137
121 C 0.0004 -5.0362 -2.4460  -0.059
122 C -1.3395 -4.2087 -2.5886  -0.213
123 C -1.4773 -3.4435 -3.8722  -0.108
124 N -2.7597 -2.5539 -4.0036  -0.188
125 C -4.1348 -3.2265 -3.7207  0.044
126 C -2.7372 -1.9080 -5.4009  -0.088
127 C -3.0423 -0.4809 -5.2419  -0.195
128 C -3.4778 -0.2379 -3.8538  -0.156
129 C -2.6204 -1.2932 -3.1001  -0.073
130 H 0.2063 -5.8250 -3.1696  0.087
131 H -0.0714 -5.3456 -1.4033  0.068
132 H 0.9218 -4.4552 -2.4849  0.048
133 H -1.3447 -3.4965 -1.7635  0.102
134 H -2.1703 -4.8940 -2.4205  0.102
135 H -1.4134 -3.9821 -4.8176  0.145
136 H -0.5708 -2.8387 -3.8937  0.123
137 H -4.1143 -3.6462 -2.7150  0.091
138 H -4.2344 -3.9899 -4.4923  0.108
139 H -5.0353 -2.6133 -3.7557  0.099
140 H -3.4871 -2.4458 -5.9810  0.138
141 H -1.7180 -2.0102 -5.7735  0.136
142 H -3.8518 -0.2855 -5.9452  0.126
143 H -2.3259 0.2568 -5.6036  0.136
144 H -4.5251 -0.5144 -3.7319  0.102
145 H -3.3263 0.7912 -3.5281  0.123
146 H -3.0414 -1.4040 -2.1008  0.100
147 H -1.5662 -1.0178 -3.0696  0.134

=====

# 2
Formula: C42H94F4IN4O10S
Source: the OMol25 dataset
Level of theory: wB97M-V/def2-TZVPD

- spin multiplicity = 1
- HOMO energy (eV) = -10.9
- ΔE to the lowest compared entry with this formula, charge and spin (kcal per mole) = 0.0
- HOMO-LUMO gap (eV) = 8.2
- M (g mol⁻¹) = 1050.195
- net charge = +1
- lowest unoccupied orbital energy (eV) = -2.638

Each line ends with the Löwdin charge.
Element x y z (Å)
1 C 2.5995 1.2125 1.4810  -0.034
2 C 1.5537 0.9578 0.4066  -0.141
3 N 0.3204 1.7539 0.5619  0.095
4 C -0.0465 2.9979 0.1622  -0.326
5 N 0.6742 3.8787 -0.5636  -0.385
6 S -0.0930 5.3606 -1.0087  0.916
7 C 2.0032 3.6559 -1.1018  -0.253
8 C 1.9420 2.8690 -2.4136  -0.898
9 O 1.0064 2.1996 -2.7226  0.015
10 I 3.6845 3.0541 -3.5868  0.961
11 N -1.2846 3.2758 0.5732  0.200
12 C -1.7590 2.2153 1.1827  -0.191
13 C -3.1873 2.1074 1.5724  -0.049
14 C -3.7739 3.4247 2.1177  -0.228
15 O -4.9149 3.1589 2.8937  -0.052
16 N -0.7951 1.2616 1.2399  0.145
17 C -0.8638 -0.1045 1.7593  -0.412
18 F 0.2582 -0.3721 2.4379  0.156
19 F -1.8721 -0.0661 2.6243  0.152
20 C -1.1036 -1.1600 0.6303  -0.285
21 F -0.3103 -2.2129 0.8455  0.115
22 F -2.3856 -1.5311 0.6895  0.105
23 H 3.3777 0.4512 1.4125  0.094
24 H 2.1573 1.1562 2.4758  0.084
25 H 3.0710 2.1912 1.3795  0.075
26 H 1.9185 1.1431 -0.5979  0.107
27 H 1.2636 -0.0897 0.4180  0.111
28 H -0.0955 5.0922 -2.3250  -0.101
29 H 2.4625 4.6269 -1.2861  0.099
30 H 2.6584 3.1302 -0.4063  0.102
31 H -3.3841 1.3283 2.3013  0.105
32 H -3.7093 1.8240 0.6450  0.121
33 H -4.1266 4.0519 1.3002  0.128
34 H -3.0024 3.9702 2.6755  0.122
35 H -4.7040 2.5807 3.6399  0.042
36 H -0.9123 -0.7406 -0.3621  0.171
37 C 2.1918 -3.2849 2.5652  -0.079
38 C 3.7013 -3.4670 2.6148  -0.281
39 O 4.1981 -3.8753 3.8709  -0.153
40 C 3.7188 -5.1266 4.3427  -0.272
41 C 4.0506 -6.2970 3.4336  -0.076
42 H 1.8653 -2.6021 3.3519  0.080
43 H 1.9078 -2.8780 1.5937  0.056
44 H 1.6594 -4.2278 2.6944  0.073
45 H 4.1910 -2.5120 2.4141  0.115
46 H 4.0203 -4.1575 1.8248  0.091
47 H 2.6383 -5.0805 4.5221  0.107
48 H 4.1964 -5.2568 5.3130  0.121
49 H 3.5369 -6.2254 2.4733  0.064
50 H 3.7403 -7.2306 3.9032  0.080
51 H 5.1237 -6.3423 3.2432  0.083
52 C -5.7130 1.2259 7.0607  -0.067
53 C -5.9953 1.4083 5.5811  -0.250
54 O -4.8639 1.1847 4.7449  -0.209
55 C -4.2929 -0.1143 4.8082  -0.253
56 C -5.2236 -1.2475 4.4190  -0.052
57 H -4.8750 1.8510 7.3730  0.085
58 H -6.5919 1.5138 7.6376  0.083
59 H -5.4813 0.1903 7.3124  0.070
60 H -6.2886 2.4378 5.3763  0.124
61 H -6.8274 0.7690 5.2695  0.118
62 H -3.8605 -0.3007 5.7978  0.118
63 H -3.4727 -0.0522 4.0986  0.087
64 H -6.0339 -1.3832 5.1354  0.077
65 H -4.6673 -2.1854 4.3844  0.065
66 H -5.6656 -1.0641 3.4377  0.087
67 C -6.4120 -6.5720 7.3410  -0.077
68 C -6.6049 -5.5995 6.1912  -0.277
69 O -5.8276 -4.4158 6.2958  -0.169
70 C -4.4258 -4.6015 6.3303  -0.286
71 C -3.8576 -5.2689 5.0880  -0.079
72 H -6.5875 -6.0745 8.2955  0.083
73 H -7.1178 -7.3975 7.2453  0.079
74 H -5.4083 -6.9988 7.3578  0.067
75 H -7.6362 -5.2480 6.1701  0.119
76 H -6.4171 -6.1000 5.2341  0.107
77 H -4.1245 -5.1546 7.2269  0.111
78 H -4.0124 -3.5957 6.4251  0.108
79 H -4.1897 -6.3027 4.9868  0.071
80 H -2.7676 -5.2771 5.1394  0.080
81 H -4.1617 -4.7275 4.1905  0.057
82 C 3.3684 -6.8598 -3.1710  -0.080
83 C 4.6713 -6.1261 -3.4354  -0.277
84 O 4.7285 -4.8243 -2.8712  -0.162
85 C 4.6050 -4.7586 -1.4647  -0.295
86 C 5.6836 -5.5057 -0.6987  -0.072
87 H 2.5176 -6.2589 -3.4954  0.081
88 H 3.3588 -7.8000 -3.7231  0.079
89 H 3.2359 -7.0989 -2.1148  0.065
90 H 4.7987 -5.9661 -4.5056  0.119
91 H 5.5219 -6.7288 -3.0983  0.109
92 H 3.6099 -5.0976 -1.1484  0.104
93 H 4.6651 -3.6931 -1.2327  0.113
94 H 5.6209 -6.5844 -0.8475  0.071
95 H 5.5744 -5.3146 0.3702  0.058
96 H 6.6757 -5.1795 -1.0126  0.086
97 C -3.1337 -4.6769 1.1873  -0.075
98 C -3.8865 -4.2761 -0.0711  -0.290
99 O -3.9934 -5.3098 -1.0301  -0.155
100 C -4.6694 -6.4844 -0.6064  -0.275
101 C -6.1091 -6.2515 -0.1844  -0.077
102 H -2.1508 -5.0789 0.9347  0.087
103 H -3.0035 -3.8119 1.8399  0.060
104 H -3.6733 -5.4347 1.7561  0.062
105 H -3.3610 -3.4760 -0.5927  0.096
106 H -4.8773 -3.8866 0.1953  0.111
107 H -4.1132 -6.9804 0.1971  0.108
108 H -4.6359 -7.1456 -1.4717  0.120
109 H -6.1820 -5.6472 0.7214  0.065
110 H -6.5908 -7.2080 0.0204  0.079
111 H -6.6631 -5.7474 -0.9773  0.083
112 C 4.4553 9.3984 -4.3455  -0.066
113 C 4.0987 8.0618 -3.7186  -0.279
114 O 4.9583 6.9994 -4.1018  -0.197
115 C 6.3275 7.1642 -3.7678  -0.290
116 C 6.6048 7.2396 -2.2770  -0.071
117 H 4.5170 9.3085 -5.4314  0.078
118 H 3.6914 10.1365 -4.0986  0.080
119 H 5.4095 9.7809 -3.9817  0.072
120 H 3.1095 7.7485 -4.0564  0.115
121 H 4.0552 8.1501 -2.6259  0.106
122 H 6.7386 8.0386 -4.2820  0.103
123 H 6.8205 6.2877 -4.1902  0.114
124 H 6.1818 8.1369 -1.8235  0.070
125 H 7.6810 7.2599 -2.1037  0.081
126 H 6.1869 6.3697 -1.7664  0.075
127 C 7.5210 7.0046 -7.1424  -0.079
128 C 6.0689 7.1648 -7.5616  -0.276
129 O 5.7380 8.4648 -8.0162  -0.167
130 C 6.4447 8.9195 -9.1594  -0.278
131 C 6.2367 8.0649 -10.3973  -0.079
132 H 7.7811 7.7693 -6.4092  0.072
133 H 7.6632 6.0219 -6.6897  0.075
134 H 8.2189 7.0832 -7.9767  0.069
135 H 5.4214 7.0027 -6.6984  0.102
136 H 5.8045 6.4090 -8.3108  0.110
137 H 7.5142 9.0141 -8.9391  0.108
138 H 6.0653 9.9262 -9.3345  0.119
139 H 6.6645 7.0676 -10.2867  0.066
140 H 6.7197 8.5361 -11.2538  0.078
141 H 5.1729 7.9584 -10.6137  0.082
142 C -3.3569 1.9211 -3.5279  -0.058
143 C -3.1303 1.6358 -2.0557  -0.286
144 O -4.3031 1.5668 -1.2650  -0.193
145 C -5.2402 0.5548 -1.6254  -0.245
146 C -4.6938 -0.8575 -1.5174  -0.074
147 H -3.9571 2.8232 -3.6507  0.090
148 H -2.3978 2.0654 -4.0264  0.079
149 H -3.8693 1.1008 -4.0310  0.075
150 H -2.5512 2.4498 -1.6116  0.103
151 H -2.5367 0.7163 -1.9387  0.102
152 H -5.6311 0.7406 -2.6302  0.115
153 H -6.0684 0.6898 -0.9305  0.126
154 H -3.9047 -1.0550 -2.2450  0.076
155 H -5.4923 -1.5761 -1.7023  0.087
156 H -4.2944 -1.0396 -0.5179  0.056